{
  "formula": "C40H56BaN6OS3Si",
  "method": "ωB97M-V/def2-TZVPD",
  "symbols": ["Ba", "N", "C", "C", "C", "C", "C", "C", "C", "C", "N", "C", "H", "H", "H", "H", "H", "H", "H", "H", "C", "C", "C", "C", "Si", "C", "C", "C", "C", "C", "C", "C", "C", "H", "H", "H", "H", "H", "H", "H", "H", "H", "H", "H", "H", "H", "H", "H", "H", "H", "H", "H", "H", "H", "H", "H", "H", "H", "H", "H", "C", "N", "C", "N", "C", "N", "C", "N", "C", "C", "H", "H", "H", "H", "H", "H", "H", "H", "H", "H", "H", "H", "O", "C", "C", "C", "C", "C", "S", "C", "C", "C", "C", "S", "C", "C", "C", "C", "S", "H", "H", "H", "H", "H", "H", "H", "H", "H"],
  "positions_angstrom": [[-0.129216, -0.342207, -0.778830], [3.558866, -1.105623, 0.177384], [3.729156, -0.721618, 1.492382], [4.939315, -0.326699, 1.994939], [5.083379, 0.003048, 3.360141], [4.033751, -0.065628, 4.223783], [2.762163, -0.458283, 3.734421], [1.618753, -0.530625, 4.565115], [0.418071, -0.892575, 4.037959], [0.348638, -1.161586, 2.656900], [1.376941, -1.104077, 1.849004], [2.598351, -0.778393, 2.375433], [4.175176, -0.698671, -0.505891], [2.603184, -1.226723, -0.107925], [5.800214, -0.274623, 1.341059], [6.057655, 0.307124, 3.719633], [4.150685, 0.186199, 5.268729], [1.712862, -0.287484, 5.616354], [-0.477015, -0.954317, 4.640944], [-0.614238, -1.422135, 2.226827], [0.273823, 2.590938, 2.194491], [1.249849, 3.317449, 1.256617], [1.144358, 4.816982, 1.544243], [2.650717, 2.874020, 1.688427], [0.882489, 2.722436, -0.596252], [-0.652597, 3.789417, -1.257130], [-1.195087, 3.109671, -2.526006], [-0.397822, 5.262184, -1.577181], [-1.810913, 3.733580, -0.251912], [2.459502, 3.211162, -1.683142], [2.116267, 3.138158, -3.175468], [3.067609, 4.593825, -1.432219], [3.554079, 2.155355, -1.457672], [0.449313, 2.892750, 3.236560], [0.424204, 1.508674, 2.152071], [-0.772314, 2.788358, 1.971851], [1.455746, 5.024001, 2.575742], [0.128151, 5.197122, 1.440159], [1.781945, 5.411254, 0.887724], [2.781524, 3.060073, 2.762914], [3.446463, 3.408882, 1.172479], [2.810455, 1.806225, 1.526700], [-0.465789, 3.028917, -3.329924], [-2.056441, 3.666011, -2.918656], [-1.572012, 2.101340, -2.313020], [0.272211, 5.397647, -2.428133], [0.036441, 5.798822, -0.733924], [-1.338317, 5.763602, -1.836741], [-2.056759, 2.709888, 0.050872], [-2.717135, 4.147469, -0.712200], [-1.615227, 4.306911, 0.653306], [1.443147, 3.932652, -3.494545], [1.652605, 2.183835, -3.447364], [3.032909, 3.233834, -3.770899], [2.328153, 5.390406, -1.514612], [3.856059, 4.802310, -2.166121], [3.525083, 4.676074, -0.445964], [3.207254, 1.168340, -1.783937], [3.864981, 2.066861, -0.418014], [4.444784, 2.397952, -2.052193], [2.326277, -3.919949, -1.177598], [0.984606, -3.428215, -0.797135], [0.010511, -3.986630, -1.758533], [0.036387, -5.444146, -1.792550], [1.392126, -5.870629, -2.146634], [2.395041, -5.376439, -1.201623], [2.044496, -5.869700, 0.132550], [0.704972, -5.444660, 0.544882], [0.668255, -3.986667, 0.533861], [-0.256085, -5.936607, -0.443768], [3.055396, -3.532548, -0.466471], [2.570026, -3.537264, -2.173218], [0.250301, -3.609589, -2.757553], [-0.993046, -3.649642, -1.482795], [1.632137, -5.499620, -3.145816], [1.426753, -6.961771, -2.162397], [2.774748, -5.494491, 0.852805], [2.084429, -6.960881, 0.128503], [1.389427, -3.600377, 1.253322], [-0.333384, -3.654917, 0.821217], [-1.257843, -5.609751, -0.159428], [-0.229162, -7.028210, -0.452300], [-2.189794, -0.887332, -0.615067], [-3.593912, -0.920591, -0.540393], [-4.023293, -0.553132, 0.865242], [-5.201192, -0.789426, 1.505866], [-5.216131, -0.276606, 2.832321], [-4.041248, 0.325768, 3.169691], [-2.924129, 0.277555, 1.882536], [-4.133183, 0.098499, -1.519151], [-4.834189, 1.238568, -1.276063], [-5.038117, 2.025349, -2.449076], [-4.472930, 1.466000, -3.549395], [-3.698361, -0.012141, -3.182259], [-4.076276, -2.321074, -0.843824], [-4.954494, -2.777384, -1.778038], [-5.137271, -4.191579, -1.722240], [-4.393973, -4.768734, -0.741405], [-3.486408, -3.612705, 0.125301], [-6.028598, -1.311185, 1.047442], [-6.055406, -0.362000, 3.506247], [-3.784627, 0.794780, 4.104283], [-5.190187, 1.505871, -0.293111], [-5.567700, 2.965194, -2.462895], [-4.477432, 1.843792, -4.557589], [-5.466685, -2.127953, -2.470243], [-5.782565, -4.745095, -2.387024], [-4.344654, -5.812274, -0.479753]],
  "atomic_forces_ev_per_a": [[2.327, -0.124, -0.096], [0.103, -0.124, 0.055], [-0.355, -0.090, 0.023], [0.127, 0.063, 0.251], [0.130, -0.009, -0.180], [-0.184, -0.026, -0.044], [0.095, 0.061, 0.241], [0.076, 0.027, 0.015], [-0.065, -0.005, -0.074], [-0.054, -0.056, 0.135], [0.211, 0.074, -0.145], [-0.114, 0.061, -0.284], [-0.061, 0.070, 0.006], [0.025, -0.005, -0.030], [0.008, 0.002, -0.037], [0.009, 0.019, -0.008], [-0.026, -0.008, 0.033], [0.033, -0.001, 0.009], [-0.009, -0.006, -0.005], [-0.012, -0.031, -0.063], [0.080, -0.036, 0.097], [-0.054, 0.018, -0.050], [0.006, 0.129, -0.077], [0.014, -0.025, 0.107], [0.065, 0.489, 0.089], [0.002, -0.158, -0.024], [-0.111, -0.012, -0.021], [0.095, 0.112, -0.078], [-0.024, -0.050, 0.037], [-0.035, -0.001, 0.006], [0.016, -0.050, -0.055], [0.025, 0.078, 0.086], [0.032, -0.024, -0.085], [0.029, 0.022, 0.008], [0.001, -0.048, -0.032], [-0.068, 0.033, -0.049], [0.012, 0.000, 0.054], [-0.047, -0.036, -0.028], [0.024, -0.014, 0.009], [-0.002, -0.005, 0.023], [-0.005, 0.052, -0.010], [-0.022, -0.052, -0.028], [0.030, 0.009, 0.006], [0.005, 0.038, 0.014], [0.010, -0.028, 0.041], [0.022, -0.054, 0.000], [-0.018, 0.013, 0.026], [-0.059, 0.012, -0.010], [0.041, -0.041, -0.020], [-0.011, 0.033, -0.012], [0.028, 0.034, 0.021], [-0.008, 0.043, 0.031], [-0.004, -0.024, 0.032], [0.023, -0.002, -0.011], [-0.011, -0.001, -0.028], [0.043, -0.007, -0.032], [-0.017, -0.017, 0.023], [-0.028, -0.007, -0.007], [-0.006, 0.010, 0.018], [0.007, 0.024, -0.026], [-0.033, 0.018, -0.045], [0.015, 0.199, -0.097], [-0.035, 0.052, -0.038], [0.034, -0.015, -0.004], [-0.004, -0.031, -0.069], [-0.009, 0.000, 0.002], [0.032, -0.045, 0.057], [0.030, -0.007, -0.015], [-0.055, 0.019, 0.016], [-0.087, -0.046, 0.007], [0.016, -0.008, 0.015], [-0.005, -0.001, 0.020], [-0.012, 0.006, 0.009], [0.013, -0.011, 0.001], [-0.003, -0.006, 0.008], [0.000, 0.010, -0.001], [-0.009, -0.004, -0.006], [0.003, 0.011, 0.001], [0.006, -0.004, 0.000], [0.006, 0.011, 0.009], [0.012, -0.004, -0.002], [-0.003, 0.010, -0.003], [-2.436, -0.616, 0.348], [0.410, 0.086, 0.054], [-0.071, -0.084, 0.120], [0.008, 0.102, 0.018], [0.064, 0.019, 0.032], [-0.197, -0.023, 0.056], [0.130, 0.094, -0.137], [-0.042, 0.074, -0.059], [-0.055, -0.038, -0.116], [0.064, -0.073, 0.057], [-0.085, 0.110, -0.006], [0.103, -0.036, -0.058], [-0.144, -0.050, -0.090], [-0.039, -0.059, 0.108], [0.091, 0.036, 0.027], [-0.170, -0.085, -0.117], [0.161, 0.012, 0.095], [-0.012, -0.037, -0.035], [-0.025, 0.000, 0.010], [0.032, 0.021, 0.036], [-0.011, 0.040, 0.042], [-0.031, 0.035, 0.004], [0.018, 0.014, -0.051], [-0.009, 0.013, -0.046], [-0.032, -0.013, -0.011], [0.019, -0.047, 0.008]],
  "lowdin_charge": [1.5967, 0.1313, -0.2696, -0.0267, -0.0736, -0.0466, -0.1547, 0.0033, -0.0367, -0.1902, 0.0440, -0.1720, 0.0966, 0.0073, 0.1143, 0.1066, 0.1103, 0.1217, 0.1109, 0.0707, -0.1336, -0.6402, -0.1033, -0.1161, 0.6981, -0.6481, -0.1373, -0.1037, -0.1203, -0.6555, -0.1314, -0.1033, -0.1440, 0.0863, 0.0357, 0.0436, 0.0789, 0.0605, 0.0634, 0.0862, 0.0613, 0.0508, 0.0515, 0.0829, 0.0321, 0.0621, 0.0603, 0.0797, 0.0464, 0.0823, 0.0623, 0.0601, 0.0641, 0.0805, 0.0608, 0.0788, 0.0601, 0.0464, 0.0462, 0.0822, -0.1853, -0.1308, -0.1916, -0.0799, -0.1730, -0.0865, -0.1683, -0.0799, -0.1876, -0.1679, 0.1064, 0.1277, 0.1272, 0.0988, 0.1257, 0.1257, 0.1284, 0.1257, 0.1131, 0.1100, 0.0992, 0.1274, -0.7750, -0.6266, -0.4885, -0.1164, -0.1727, -0.3968, 1.0585, -0.4578, -0.0991, -0.1734, -0.4134, 1.0494, -0.4630, -0.1185, -0.1721, -0.4084, 1.0578, 0.1247, 0.1008, 0.0649, 0.1169, 0.1029, 0.0666, 0.0985, 0.1007, 0.0650],
  "e_tot_ev": -94454.5878,
  "charge": 0,
  "homo_energy_ev": -5.94,
  "mol_weight_g_mol": 898.54,
  "de_lowest_kj_mol": 0.00
}